Computed, not measured: 2 unconnected molecules or ions with the total composition C3H8N4O, with ωB97M-V/def2-TZVPD.

Geometry as XYZ:
```
16
Properties=species:S:1:pos:R:3:forces:R:3
C 1.459588 0.939292 -0.870741 3.0 1.3 -2.9
C -0.742598 1.749556 -0.352216 -0.5 1.0 -0.6
C -0.921943 -1.523882 -0.431537 2.9 2.0 -2.3
H 2.096022 0.304373 -0.330459 0.5 -1.4 1.0
H 2.057276 0.861203 -2.015376 -2.7 0.0 2.6
H 1.787269 1.934684 -0.555228 -0.8 -0.2 0.0
H -2.002627 1.731786 -0.598127 3.6 -0.5 0.9
H -1.142306 -2.421667 -1.182435 0.1 1.8 2.5
H -0.748274 -2.917389 1.395554 -2.0 4.0 -2.0
H 0.811715 -0.949826 1.649091 -3.7 0.9 0.4
H -0.864852 -0.112366 2.284779 2.3 -1.5 -1.0
N 0.071476 0.676450 -0.657412 -0.3 0.2 0.1
N -0.301986 -0.545111 -1.171299 -3.2 -3.9 1.3
N -1.115451 -1.584780 1.009053 0.9 -6.3 -1.3
N -0.299567 -0.898873 1.809852 1.9 2.9 1.5
O -0.143743 2.756548 0.016504 -2.1 -0.3 -0.1
```
Positions in Å, forces in eV/Å.

Values from the calculation:
highest occupied orbital energy = -8.305 eV
E_LUMO = 0.098 eV
DFT total energy = -11241.7295 eV